This record from the Open Molecules 2025 dataset describes a molecular structure, CHF2P. The level of theory is wB97M-V/def2-TZVPD.

Computed properties:
F_max = 5.0 eV/Å
LUMO = -0.32 eV
gap between HOMO and LUMO = 10.130 eV
relative energy (zero: lowest compared OMol25 entry of this formula, charge and spin) = 123.6 kJ/mol
highest occupied orbital energy = -10.45 eV

Structure (ORCA input):
```
! wB97M-V def2-TZVPD RIJCOSX def2/J DEFGRID3
* xyz 0 1
C -1.73 0.16 -0.03
F -2.99 0.38 -0.03
F -1.51 -1.54 -0.20
P -0.34 1.05 -0.16
H 0.49 -0.07 -0.20
*
```

***

This record from the Open Molecules 2025 dataset describes a molecular structure, CHF3FeO3S. The level of theory is wB97M-V/def2-TZVPD.

Computed properties:
F_max = 6.7 eV/Å
LUMO (alpha / beta) = 3.31 / 2.16 eV
gap between HOMO and LUMO (alpha / beta) = 7.672 / 6.910 eV
⟨S²⟩ = 8.757
highest occupied orbital energy (alpha / beta) = -4.36 / -4.75 eV

Structure (ORCA input):
```
! wB97M-V def2-TZVPD RIJCOSX def2/J DEFGRID3
* xyz -1 6
S 0.92 0.51 0.28
O 1.36 1.96 0.38
O 1.87 -0.19 1.27
C -0.90 0.45 0.80
F -2.24 0.19 1.00
F -1.29 -1.68 0.44
Fe 1.92 -0.85 3.11
O -0.67 -0.29 2.47
H -1.07 -1.55 1.83
F -1.26 1.71 0.28
*
```

***

This record from the Open Molecules 2025 dataset describes 2 unconnected molecules or ions with the total composition CHF3N2. The level of theory is wB97M-V/def2-TZVPD.

Computed properties:
F_max = 1.9 eV/Å
LUMO (alpha / beta) = -0.92 / -0.84 eV
gap between HOMO and LUMO (alpha / beta) = 9.756 / 8.325 eV
relative energy (zero: lowest compared OMol25 entry of this formula, charge and spin) = 1000.3 kJ/mol
highest occupied orbital energy (alpha / beta) = -10.67 / -9.17 eV

Structure (ORCA input):
```
! wB97M-V def2-TZVPD RIJCOSX def2/J DEFGRID3
* xyz 0 1
C 0.67 -0.55 0.20
N 0.00 -0.83 1.14
N -0.50 1.43 -0.33
F -0.21 -2.08 1.77
F 0.21 1.77 -1.44
F -1.58 0.75 -0.73
H 1.40 -0.49 -0.61
*
```

***

This record from the Open Molecules 2025 dataset describes a gas-phase ion, CHF3N3 (charge +1). The level of theory is wB97M-V/def2-TZVPD.

Computed properties:
F_max = 3.7 eV/Å
LUMO (alpha / beta) = -8.70 / -8.70 eV
SMILES string = F/N=C(F)\N=[NH+]/F
gap between HOMO and LUMO (alpha / beta) = 8.343 / 8.356 eV
relative energy (zero: lowest compared OMol25 entry of this formula, charge and spin) = 160.8 kJ/mol
highest occupied orbital energy (alpha / beta) = -17.05 / -17.06 eV

Structure (ORCA input):
```
! wB97M-V def2-TZVPD RIJCOSX def2/J DEFGRID3
* xyz 1 1
C 0.32 -0.76 -0.60
N -0.33 -1.79 -0.19
N 0.30 0.57 -0.55
N 0.03 1.39 0.27
F 1.10 -1.19 -1.53
F -0.18 1.06 1.58
F -1.29 -1.80 0.77
H 0.05 2.51 0.23
*
```

***

This record from the Open Molecules 2025 dataset describes a molecular structure, CHF3NO3PmS2. The level of theory is wB97M-V/def2-TZVPD.

Computed properties:
F_max = 3.3 eV/Å
LUMO (alpha / beta) = -1.63 / -1.57 eV
gap between HOMO and LUMO (alpha / beta) = 5.480 / 5.557 eV
relative energy (zero: lowest compared OMol25 entry of this formula, charge and spin) = 0.0 kJ/mol
⟨S²⟩ = 6.011
highest occupied orbital energy (alpha / beta) = -7.11 / -7.13 eV

Structure (ORCA input):
```
! wB97M-V def2-TZVPD RIJCOSX def2/J DEFGRID3
* xyz 0 5
Pm 0.77 -0.34 -0.50
N -1.30 -1.78 -0.85
S -2.19 -0.36 -1.10
O -3.07 -0.26 0.15
O -1.04 0.74 -0.92
S -0.40 -2.37 -2.15
O 1.17 -1.96 -1.84
C 1.25 2.20 1.98
F 1.09 0.83 1.78
F 2.48 2.34 2.46
F 0.38 2.53 2.92
H 1.09 2.76 1.04
*
```

***

This record from the Open Molecules 2025 dataset describes a single CHF3O2 molecule. The level of theory is wB97M-V/def2-TZVPD.

Computed properties:
F_max = 4.4 eV/Å
LUMO = 0.31 eV
SMILES string = OOC(F)(F)F
gap between HOMO and LUMO = 12.264 eV
relative energy (zero: lowest compared OMol25 entry of this formula, charge and spin) = 31.1 kJ/mol
highest occupied orbital energy = -11.95 eV

Structure (ORCA input):
```
! wB97M-V def2-TZVPD RIJCOSX def2/J DEFGRID3
* xyz 0 1
C -0.51 0.02 0.31
O 1.11 0.28 -1.23
O 0.18 0.90 -0.39
F 0.22 -0.74 1.10
F -1.34 -0.86 -0.32
F -1.30 0.87 1.18
H 1.62 -0.47 -0.66
*
```

***

This record from the Open Molecules 2025 dataset describes 2 unconnected molecules or ions with the total composition CHF3O2S. The level of theory is wB97M-V/def2-TZVPD.

Computed properties:
F_max = 3.0 eV/Å
LUMO (alpha / beta) = 0.53 / -4.02 eV
gap between HOMO and LUMO (alpha / beta) = 12.220 / 4.081 eV
relative energy (zero: lowest compared OMol25 entry of this formula, charge and spin) = 403.2 kJ/mol
highest occupied orbital energy (alpha / beta) = -11.69 / -8.10 eV

Structure (ORCA input):
```
! wB97M-V def2-TZVPD RIJCOSX def2/J DEFGRID3
* xyz 0 1
C -1.46 -1.02 -0.26
O 2.85 1.19 0.10
O 0.45 2.04 -0.20
F -0.62 -1.38 -1.17
F -2.28 -1.98 0.16
F 0.89 0.14 1.29
S 1.44 0.97 -0.08
H -1.27 0.04 0.16
*
```

***

This record from the Open Molecules 2025 dataset describes 3 unconnected molecules or ions with the total composition CHF3O2S. The level of theory is wB97M-V/def2-TZVPD.

Computed properties:
F_max = 7.3 eV/Å
LUMO (alpha / beta) = -1.53 / -1.53 eV
gap between HOMO and LUMO (alpha / beta) = 8.112 / 8.115 eV
relative energy (zero: lowest compared OMol25 entry of this formula, charge and spin) = 464.8 kJ/mol
highest occupied orbital energy (alpha / beta) = -9.64 / -9.65 eV

Structure (ORCA input):
```
! wB97M-V def2-TZVPD RIJCOSX def2/J DEFGRID3
* xyz 0 1
C -0.58 -0.28 1.08
O -0.05 1.64 -0.97
O -2.37 0.70 -1.02
F 1.39 -0.69 -0.46
F -0.58 -1.57 0.79
F 0.65 0.12 1.45
S -1.01 0.62 -0.67
H 2.55 -0.54 -0.21
*
```

***

This record from the Open Molecules 2025 dataset describes 2 unconnected molecules or ions with the total composition CHF3O3S2. The level of theory is wB97M-V/def2-TZVPD.

Computed properties:
F_max = 5.0 eV/Å
LUMO (alpha / beta) = -2.28 / -1.49 eV
gap between HOMO and LUMO (alpha / beta) = 7.623 / 8.269 eV
relative energy (zero: lowest compared OMol25 entry of this formula, charge and spin) = 141.3 kJ/mol
highest occupied orbital energy (alpha / beta) = -9.90 / -9.76 eV

Structure (ORCA input):
```
! wB97M-V def2-TZVPD RIJCOSX def2/J DEFGRID3
* xyz 0 1
C -1.32 0.80 -0.82
O 0.22 -2.12 -0.14
O 1.62 -0.88 -1.71
O 1.59 -0.20 0.74
F -1.25 1.32 0.47
F -2.45 0.23 -1.07
F -0.94 1.68 -1.73
S 1.37 -0.48 2.34
S 0.81 -0.88 -0.58
H 0.35 0.53 2.50
*
```

***

This record from the Open Molecules 2025 dataset describes a single CHF4NO molecule. The level of theory is wB97M-V/def2-TZVPD.

Computed properties:
F_max = 3.4 eV/Å
LUMO = 0.89 eV
SMILES string = FC(F)ON(F)F
gap between HOMO and LUMO = 13.588 eV
relative energy (zero: lowest compared OMol25 entry of this formula, charge and spin) = 137.0 kJ/mol
highest occupied orbital energy = -12.69 eV

Structure (ORCA input):
```
! wB97M-V def2-TZVPD RIJCOSX def2/J DEFGRID3
* xyz 0 1
C 0.86 -0.13 0.27
N -1.20 0.32 -0.84
O 0.18 -0.03 -0.89
F 1.93 0.67 0.04
F 1.37 -1.35 0.46
F -1.45 1.00 0.33
F -1.94 -0.82 -0.46
H 0.25 0.34 1.09
*
```

***

This record from the Open Molecules 2025 dataset describes 2 unconnected molecules or ions with the total composition CHFINO2. The level of theory is wB97M-V/def2-TZVPD.

Computed properties:
F_max = 2.3 eV/Å
LUMO (alpha / beta) = -0.27 / -1.65 eV
gap between HOMO and LUMO (alpha / beta) = 9.949 / 6.567 eV
relative energy (zero: lowest compared OMol25 entry of this formula, charge and spin) = 239.5 kJ/mol
highest occupied orbital energy (alpha / beta) = -10.22 / -8.22 eV

Structure (ORCA input):
```
! wB97M-V def2-TZVPD RIJCOSX def2/J DEFGRID3
* xyz 0 1
C 0.41 0.44 -0.46
N -1.48 -1.03 -1.63
O -1.06 -1.30 -2.72
O -2.58 -0.82 -1.18
F -0.30 1.47 -0.79
I 1.76 -0.21 -1.83
H 0.23 -0.07 0.43
*
```

***

This record from the Open Molecules 2025 dataset describes a single CHFN2O molecule. The level of theory is wB97M-V/def2-TZVPD.

Computed properties:
F_max = 5.1 eV/Å
LUMO (alpha / beta) = 0.76 / -3.38 eV
gap between HOMO and LUMO (alpha / beta) = 5.907 / 8.321 eV
relative energy (zero: lowest compared OMol25 entry of this formula, charge and spin) = 516.4 kJ/mol
⟨S²⟩ = 2.012
highest occupied orbital energy (alpha / beta) = -5.15 / -11.70 eV

Structure (ORCA input):
```
! wB97M-V def2-TZVPD RIJCOSX def2/J DEFGRID3
* xyz 0 3
C -1.57 -0.69 -0.11
N -0.42 -0.13 -0.31
N -1.46 0.75 -0.72
O -2.32 -1.53 0.20
F -1.75 1.66 0.34
H 0.51 0.02 0.05
*
```